Record 1
46
Properties=species:S:1:pos:R:3 method="wB97M-V/def2-TZVPD" gap_ha=0.3010 e_above_lowest_kcal_mol=0.0 e_homo_ev=-3.67 charge=-3
Sn 24.01 7.73 -4.25
N 22.55 9.87 -5.49
S 21.23 10.62 -5.24
O 20.18 10.32 -6.18
O 21.28 11.94 -4.69
F 20.72 9.78 -3.97
S 22.80 10.38 -7.05
O 22.67 11.78 -7.32
O 22.34 9.47 -8.05
F 24.37 10.15 -7.08
N 26.03 6.31 -5.75
S 26.82 4.80 -5.76
O 28.24 4.94 -5.78
O 26.20 3.70 -6.44
F 26.53 4.48 -4.20
S 26.23 6.54 -7.29
O 25.31 5.82 -8.15
O 27.55 6.78 -7.81
F 25.55 7.97 -7.36
N 21.99 5.91 -5.14
S 22.31 4.30 -5.01
O 22.49 3.60 -6.24
O 21.72 3.64 -3.90
F 23.83 4.51 -4.48
S 20.43 5.82 -5.30
O 19.69 5.80 -4.07
O 19.88 5.07 -6.41
F 20.22 7.33 -5.79
N 26.09 9.65 -3.49
S 26.91 9.36 -1.99
O 26.20 9.40 -0.75
O 28.30 9.70 -2.11
F 26.95 7.79 -2.27
S 26.03 11.20 -3.41
O 27.28 11.79 -3.76
O 25.28 11.76 -2.32
F 25.13 11.48 -4.70
N 22.66 7.52 -1.68
S 22.46 8.96 -0.82
O 23.22 9.11 0.39
O 21.17 9.56 -1.02
F 23.39 9.89 -1.78
S 21.61 6.68 -0.86
O 20.22 7.03 -1.02
O 22.03 6.26 0.45
F 21.73 5.37 -1.74


Record 2
63
Properties=species:S:1:pos:R:3 method="wB97M-V/def2-TZVPD" gap_ha="0.3154 / 0.0873" e_homo_ev="-6.01 / -5.38" multiplicity=2 charge=-2
Na 1.45 -2.97 -0.48
Na 2.88 3.43 1.93
Na -1.19 -1.11 -1.51
N 1.58 5.28 2.60
S 1.16 5.76 1.16
O 2.17 6.11 0.13
O -0.09 6.46 1.01
F 0.79 4.26 0.75
S 2.45 6.67 2.84
O 1.97 8.02 2.57
O 3.90 6.48 2.57
F 2.22 6.59 4.49
N -0.49 -3.53 -1.84
S -0.47 -3.55 -3.33
O -1.79 -3.40 -3.91
O 0.57 -4.21 -4.16
F 0.12 -2.06 -3.44
S -1.16 -5.14 -1.73
O -0.31 -6.24 -2.09
O -2.59 -5.42 -1.93
F -1.16 -5.13 -0.09
N 1.04 -4.20 4.28
S 2.29 -5.03 4.38
O 2.95 -5.19 5.69
O 3.12 -5.13 3.20
F 1.53 -6.49 4.27
S 1.91 -2.73 4.62
O 2.83 -2.25 3.63
O 2.29 -2.43 6.00
F 0.66 -1.68 4.44
N 0.94 -0.48 -0.71
S 1.45 0.69 -1.55
O 2.67 0.44 -2.26
O 1.28 2.00 -1.08
F 0.26 0.71 -2.67
S 1.87 0.02 0.66
O 1.55 1.25 1.43
O 3.30 -0.40 0.56
F 1.19 -1.17 1.56
N -3.73 2.85 0.81
S -4.41 1.74 1.56
O -3.93 1.39 2.88
O -4.90 0.67 0.74
F -5.79 2.51 1.88
S -2.32 1.94 0.42
O -2.37 1.12 -0.81
O -1.41 1.56 1.57
F -1.55 3.18 -0.27
N -3.28 1.26 -5.22
S -2.28 0.23 -4.86
O -2.29 -0.25 -3.46
O -1.01 0.25 -5.64
F -2.95 -1.05 -5.56
S -2.73 2.56 -4.18
O -1.32 2.88 -4.07
O -3.59 2.54 -2.96
F -3.29 3.84 -4.95
O 3.73 -2.85 -1.64
H 4.52 -3.33 -1.90
H 4.06 -2.07 -1.20
O -1.59 -1.54 1.31
H -1.54 -1.23 2.22
H -1.16 -2.40 1.34


Record 3
6
Properties=species:S:1:pos:R:3 method="wB97M-V/def2-TZVPD" gap_ha=0.4275 e_above_lowest_kcal_mol=43.4 e_homo_ev=-10.60 smiles=NN(F)F
N -0.49 0.33 -0.39
N 0.02 -0.53 0.62
F 1.08 0.31 1.30
F 0.56 -1.46 -0.22
H -1.25 0.99 -0.09
H 0.09 0.36 -1.22


Record 4
7
Properties=species:S:1:pos:R:3 method="wB97M-V/def2-TZVPD" gap_ha=0.4214 e_above_lowest_kcal_mol=40.8 e_homo_ev=-11.16 smiles="N=P(O)(F)F"
N -0.68 1.51 -0.40
O 0.32 -1.34 -0.45
F -0.70 -0.31 1.55
F -2.14 -0.73 -0.33
P -0.83 0.05 0.04
H 0.02 1.91 0.32
H 0.70 -1.01 -1.29


Record 5
7
Properties=species:S:1:pos:R:3 method="wB97M-V/def2-TZVPD" gap_ha=0.3442 e_above_lowest_kcal_mol=61.2 e_homo_ev=-10.45
N 1.42 -0.45 -0.35
F -1.01 1.25 -0.52
F -0.56 0.56 1.63
P -0.78 -0.18 0.20
S -2.19 -1.44 -0.06
H 1.60 0.26 0.35
H 1.51 0.00 -1.26


Energy, respectively: -189755.8633; -238116.7027; -8442.8539; -18295.5498; -27082.3026 eV.
Molecular weight, respectively: 1019.38; 1185.80; 68.03; 100.99; 117.06 g mol⁻¹.